H41O20 | ωB97M-V/def2-TZVPD

## Properties
2S+1 = 1
Charge = +1
E_LUMO = -2.998 eV
Gap between HOMO and LUMO = 0.3556 Ha
HOMO = -12.67 eV
Energy above the lowest of the compared OMol25 structures with the same formula, charge and spin = 368.77 kJ/mol

Each line ends with the Löwdin charge.
Cartesian coordinates (Å):
O -3.247 -4.053 0.924  -0.08
H -4.231 -4.295 1.005  0.09
O 2.224 2.184 -0.355  -0.05
H 1.643 2.213 0.415  0.02
H 3.067 1.833 -0.021  0.07
O -0.573 4.013 2.614  -0.06
H -0.263 3.326 3.214  0.02
H 0.213 4.604 2.768  0.09
O 3.073 2.399 -2.732  -0.06
H 3.451 3.214 -3.050  0.05
H 2.272 2.491 -2.203  0.01
O 2.679 1.064 2.340  -0.05
H 1.047 -1.512 2.348  0.01
H 3.264 0.335 2.604  0.06
O 0.440 -2.238 2.116  -0.08
H 1.175 -1.653 -3.258  0.00
H -0.088 -2.676 2.829  0.01
O 1.287 -2.614 -3.432  -0.07
H 0.532 -3.183 -3.318  0.03
H 0.261 2.999 -5.477  0.02
O -1.369 0.398 -1.950  -0.04
H -0.489 0.153 -1.636  -0.01
H -1.323 0.436 -2.901  0.06
O -2.355 -0.957 0.116  0.12
H -2.380 0.082 0.339  0.15
H 3.104 1.762 2.861  0.08
O -4.154 -0.825 -1.847  0.00
H -4.688 -1.311 -1.242  0.06
H -4.078 0.114 -1.929  0.05
O 0.050 1.350 2.024  -0.11
H 0.596 0.616 2.500  0.04
H -0.624 1.597 2.661  0.02
O 2.874 -1.941 0.411  -0.05
H 3.339 -2.423 -0.292  0.06
H 2.546 -2.602 1.026  0.03
O 3.424 -1.153 -2.319  -0.07
H 3.300 -1.168 -3.285  0.06
H 4.279 -1.586 -2.421  0.06
O -1.924 2.586 0.589  -0.07
H -0.982 2.592 0.412  0.04
H -2.151 3.298 1.188  0.04
O 0.232 -0.957 -0.445  -0.06
H 0.450 -0.352 0.298  0.06
H 1.038 -1.513 -0.323  0.07
O -3.636 1.035 1.416  -0.07
H -2.915 1.391 2.019  0.07
H -3.782 1.766 0.820  0.04
O -1.193 -3.029 4.198  -0.06
H -1.117 -3.980 4.432  0.09
H -2.036 -2.895 3.685  0.08
O -0.658 2.776 -5.515  -0.04
H -1.366 -1.020 0.012  0.07
H -0.964 2.374 -4.704  0.01
O 1.051 -0.279 3.988  -0.11
H 0.382 -0.729 4.537  0.08
H 1.994 -0.209 4.408  0.13
O 1.457 0.176 -2.934  -0.11
H 1.371 0.362 -2.000  0.00
H 2.399 0.580 -3.067  0.08
H -3.263 -3.537 1.731  0.00
H -2.579 -0.945 -0.911  0.14